Computed, not measured: C4H11ClHgILa as an isolated structure, with the ωB97M-V functional and the def2-TZVPD basis.

Geometry (Å):
Hg -0.584 -1.366 -0.842
La -0.174 1.342 1.598
I 1.816 1.636 4.055
Cl 1.496 -0.566 0.594
C -0.935 -2.511 1.059
C -2.302 0.070 -0.611
C 1.430 2.820 0.819
C 0.591 -0.673 -2.556
H 1.575 -1.210 -2.654
H -3.136 -0.576 -0.141
H 0.779 0.418 -2.509
H -1.740 -3.190 0.726
H 1.362 3.188 -0.288
H -0.096 -0.884 -3.409
H -1.326 -1.900 1.895
H -0.027 -3.074 1.383
H -2.498 0.390 -1.678
H 2.495 2.418 0.987
H 1.273 3.667 1.571

The value obtained for the LUMO energy (alpha / beta) is 4.5 / 4.5 eV. As for the charge: -2. As for the relative energy (zero: lowest compared OMol25 entry of this formula, charge and spin): 87.8 kJ/mol. As for the spin multiplicity: 1. As for the gap between HOMO and LUMO (alpha / beta): 3.1 / 3.1 eV. Its HOMO energy (alpha / beta) is 1.40 / 1.39 eV.

***

Computed, not measured: an isolated ion of composition C24H20ClN2 and charge +1, with the ωB97M-V functional and the def2-TZVPD basis.

Geometry (Å):
Cl -3.082 -1.699 -3.897
N 0.590 2.505 1.206
N 0.639 3.636 1.274
C 1.604 -1.062 4.633
C 1.139 1.267 -1.195
C 0.503 -0.924 -0.566
C -2.104 0.753 2.496
C 0.988 -1.780 3.608
C 1.560 -0.582 -2.723
C 0.393 -1.114 2.525
C -2.610 -0.776 -0.032
C 1.649 0.323 4.523
C -2.502 3.097 2.665
C -2.272 1.238 -1.310
C -2.842 -0.819 -2.446
C -2.538 0.552 -2.500
C 0.998 -1.431 -1.775
C -2.901 -1.484 -1.210
C -2.207 0.562 -0.083
C 1.629 0.769 -2.417
C 0.509 0.448 -0.243
C 0.485 0.282 2.354
C -1.606 1.252 1.141
C 1.128 0.976 3.392
C -2.204 2.732 1.192
C -0.119 1.052 1.100
C -2.423 1.767 3.348
H 2.090 0.926 5.319
H -0.123 -1.746 1.807
H -1.789 3.846 3.039
H -3.183 2.622 0.720
H 0.936 -2.499 -1.985
H 1.911 -0.958 -3.685
H 0.145 -1.674 0.130
H -2.097 -0.306 2.748
H 1.329 2.332 -0.997
H -2.690 -1.279 0.935
H 1.296 2.062 3.342
H -3.505 3.555 2.769
H 2.061 1.473 -3.133
H -2.505 1.063 -3.466
H 2.014 -1.560 5.513
H -2.611 1.694 4.423
H -1.675 3.504 0.646
H 0.954 -2.867 3.672
H -2.088 2.310 -1.357
H -3.147 -2.550 -1.172

The value obtained for the LUMO energy is -5.2 eV. The SMILES is N#[N+]C(c1ccccc1)(c1ccccc1)[C@@]1(c2ccc(Cl)cc2)C=CCC1. As for the charge: +1. As for the spin multiplicity: 1. As for the gap between HOMO and LUMO: 6.4 eV. Its HOMO energy is -11.66 eV.

***

Computed, not measured: C41H53BeN6O4 as an isolated structure, with the ωB97M-V functional and the def2-TZVPD basis.

Geometry (Å):
O -17.543 3.790 -7.604
O -15.233 5.190 -0.725
O -19.676 9.241 -4.933
O -22.546 9.904 -6.895
N -13.198 6.306 -7.469
N -18.315 12.441 -6.232
N -22.690 11.173 -4.158
N -18.920 4.348 -0.387
N -18.861 10.412 -0.366
N -13.483 9.306 -0.818
C -14.795 9.033 -0.646
C -24.519 8.774 -6.289
C -13.121 9.712 -2.074
C -23.101 8.805 -6.786
C -18.725 10.983 0.868
C -19.015 8.228 -4.240
C -20.709 5.907 1.049
C -15.318 5.204 -1.968
C -15.501 7.270 -6.315
C -18.675 4.265 -7.649
C -20.469 6.253 -0.268
C -15.965 11.955 -5.831
C -15.295 5.924 -6.477
C -24.078 9.868 -2.599
C -20.158 4.760 1.628
C -20.981 10.633 1.400
C -15.795 9.304 -1.569
C -21.171 9.993 0.153
C -16.554 14.147 -6.644
C -14.099 5.447 -7.029
C -13.335 7.642 -7.332
C -14.531 6.139 -2.790
C -15.561 13.248 -6.220
C -17.294 11.570 -5.922
C -14.483 8.155 -6.755
C -16.108 4.133 -2.715
C -20.077 9.897 -0.750
C -17.926 13.727 -6.610
C -22.887 10.125 -3.327
C -19.004 6.869 -4.853
C -22.315 7.509 -6.908
C -24.848 12.009 -3.366
C -19.740 11.112 1.741
C -25.052 10.866 -2.632
C -19.844 3.786 -6.804
C -14.044 9.920 -3.095
C -15.383 9.692 -2.860
C -23.650 12.119 -4.107
C -18.909 5.519 -8.467
C -19.176 4.035 0.909
C -19.609 5.383 -0.981
Be -20.677 11.376 -5.839
H -19.606 11.615 2.687
H -18.691 14.472 -6.770
H -14.334 5.892 -3.833
H -16.623 4.527 -3.591
H -12.060 9.742 -2.273
H -25.602 12.780 -3.433
H -20.228 9.497 -1.742
H -21.387 6.494 1.653
H -19.515 6.291 -7.992
H -22.459 7.262 -7.960
H -21.836 10.773 2.045
H -14.033 4.380 -7.183
H -18.520 6.145 -4.197
H -15.097 8.606 0.299
H -14.579 9.228 -6.680
H -19.704 2.711 -6.684
H -18.723 3.152 1.334
H -15.134 11.307 -5.595
H -21.239 7.660 -6.815
H -19.459 5.529 -2.040
H -22.074 9.417 -3.260
H -16.055 5.230 -6.148
H -18.446 6.904 -5.789
H -13.722 10.165 -4.097
H -17.920 5.944 -8.638
H -15.056 7.085 -2.920
H -20.810 7.173 -0.719
H -17.611 10.557 -5.726
H -20.363 4.403 2.627
H -19.916 4.319 -5.855
H -16.251 15.174 -6.787
H -13.605 6.348 -2.255
H -17.751 11.383 1.111
H -12.448 8.217 -7.553
H -17.950 8.460 -4.255
H -22.655 6.761 -6.192
H -24.652 9.494 -5.481
H -19.322 5.282 -9.447
H -15.364 3.380 -2.976
H -20.022 6.540 -5.062
H -24.193 8.925 -2.085
H -16.210 9.897 -3.524
H -16.424 7.619 -5.875
H -19.162 8.210 -3.160
H -25.169 9.013 -7.131
H -25.952 10.808 -2.039
H -16.860 9.187 -1.428
H -20.733 3.949 -7.413
H -14.555 13.641 -6.234
H -24.872 7.786 -5.993
H -23.605 12.945 -4.801
H -22.168 9.698 -0.137
H -16.770 3.544 -2.080

The value obtained for the LUMO energy is -6.2 eV. As for the charge: +1. As for the relative energy (zero: lowest compared OMol25 entry of this formula, charge and spin): 223.7 kJ/mol. As for the spin multiplicity: 1. As for the gap between HOMO and LUMO: 4.3 eV. Its HOMO energy is -10.52 eV.

***

Computed, not measured: an isolated ion of composition CH4N3OS and charge +1, with the ωB97M-V functional and the def2-TZVPD basis.

Geometry (Å):
S -0.516 -0.001 -1.898
O -1.030 1.880 1.643
N 0.294 -0.657 -0.487
N -0.358 1.701 -0.567
N -0.370 -0.189 0.774
C -0.715 1.259 0.704
H 1.285 -0.177 -0.469
H 0.281 -1.637 -0.570
H -1.031 2.281 -0.962
H -0.139 -0.711 1.636

The value obtained for the LUMO energy is -7.1 eV. The SMILES is O=C1N[NH2+]SN1. As for the charge: +1. As for the relative energy (zero: lowest compared OMol25 entry of this formula, charge and spin): 301.3 kJ/mol. As for the spin multiplicity: 1. As for the gap between HOMO and LUMO: 8.4 eV. Its HOMO energy is -15.52 eV.

***

Computed, not measured: a 8-piece molecular cluster, C25H54F3N7O12S overall, with the ωB97M-V functional and the def2-TZVPD basis.

Geometry (Å):
S -3.111 -1.046 1.846
F -3.675 -2.514 -0.339
F -4.516 -0.537 -0.298
F -5.302 -2.080 0.982
O 6.609 3.176 1.305
O -1.249 -3.119 -5.519
O 5.572 1.286 -1.980
O -1.473 0.756 0.897
O -4.275 2.124 6.253
O 1.340 -0.268 1.820
O 3.382 -6.033 -0.601
O -4.737 4.791 -0.910
O -2.904 -2.199 2.676
O -1.236 -1.282 -0.064
O -3.750 0.131 2.354
O 0.482 -2.227 -1.096
N -3.191 -2.011 -5.319
N -5.506 0.762 4.957
N -6.893 4.175 -1.012
N 3.220 0.909 2.130
N 3.941 0.127 -0.959
N 4.895 -4.665 -1.538
N 7.764 4.324 -0.240
C 5.331 4.109 -0.481
C -5.339 1.570 6.037
C -0.223 -2.234 -0.127
C 7.942 5.092 -1.453
C -1.996 -2.448 -4.829
C 5.352 -3.580 -2.380
C -4.207 -1.590 0.432
C -5.288 2.702 0.121
C 2.528 -4.380 -2.109
C 2.538 -0.247 2.116
C -8.036 3.322 -0.776
C 2.858 -0.834 -0.861
C 4.629 1.140 2.429
C -5.597 3.974 -0.636
C -1.650 -2.064 -3.408
C -4.192 -1.213 -4.645
C -1.466 -0.591 1.133
C -0.139 -3.204 1.020
C -6.688 0.033 4.559
C 4.680 0.453 -2.049
C 4.361 -0.258 -3.345
C 3.617 -5.107 -1.358
C 6.611 3.836 0.273
C 3.303 -1.508 2.430
C -6.527 1.751 6.959
H 5.040 0.115 -4.105
H -7.037 5.038 -1.512
H -6.493 -1.041 4.524
H 2.501 -3.332 -1.818
H -8.799 3.837 -0.189
H 8.580 4.096 0.306
H 4.123 -1.648 1.725
H -7.025 0.344 3.568
H 6.982 5.249 -1.934
H 3.093 -1.624 -0.144
H 4.520 3.645 0.074
H -5.535 1.824 -0.476
H 0.454 -2.747 1.817
H 4.492 -1.337 -3.245
H -6.844 0.800 7.387
H -7.375 2.189 6.430
H 3.333 -0.069 -3.658
H 2.678 -1.299 -1.825
H -0.631 1.119 1.205
H 5.144 1.567 1.571
H -2.393 -2.452 -2.711
H -0.679 -2.485 -3.171
H -5.143 -1.745 -4.580
H -4.688 0.674 4.373
H -4.226 2.688 0.347
H -5.847 2.654 1.056
H 4.729 1.846 3.252
H 4.203 0.625 -0.122
H 0.351 -4.113 0.664
H 5.372 3.664 -1.474
H -7.730 2.437 -0.228
H 5.127 5.177 -0.567
H -1.120 -3.439 1.437
H 5.853 -2.807 -1.794
H 8.382 6.068 -1.238
H -1.605 -0.980 -3.292
H -7.494 0.210 5.264
H 3.723 -1.468 3.436
H 2.673 -4.443 -3.188
H -4.364 -0.270 -5.168
H -6.224 2.419 7.760
H -3.863 -0.983 -3.636
H 5.115 0.209 2.705
H 1.575 -4.834 -1.857
H 4.504 -3.128 -2.887
H 1.933 -0.359 -0.535
H 2.663 1.715 1.884
H 5.581 -5.181 -1.009
H -8.490 3.000 -1.715
H 6.050 -3.936 -3.140
H 2.633 -2.359 2.360
H -0.746 -0.850 1.913
H 8.592 4.568 -2.155
H -3.368 -2.297 -6.269

The value obtained for the LUMO energy is 0.3 eV. The SMILES is CC(=O)O[C@@H](O)S(=O)(=O)C(F)(F)F.CNC(C)=O.CNC(C)=O.CNC(C)=O.CNC(C)=O.CNC(C)=O.CNC(C)=O.CNC(C)=O. As for the charge: 0. As for the spin multiplicity: 1. As for the gap between HOMO and LUMO: 9.6 eV. Its HOMO energy is -9.23 eV.

***

Computed, not measured: C30H18F16GeN2NiO7S as an isolated structure, with the ωB97M-V functional and the def2-TZVPD basis.

Geometry (Å):
Ge 0.421 2.231 -1.385
Ni -1.281 -0.970 -0.274
S -1.379 1.045 -1.385
F 4.351 -1.015 -0.265
F 5.222 0.375 1.906
F 0.175 0.653 -4.236
F -2.049 7.533 0.361
F 3.978 2.678 2.626
F 2.662 4.093 -2.172
F 2.271 -0.106 -1.685
F -1.025 -6.670 3.480
F 0.220 5.102 -2.920
F -2.022 5.373 2.010
F 4.110 4.381 -4.422
F -0.873 3.089 1.210
F 1.896 3.580 1.235
F 3.580 2.817 -6.581
F -0.918 7.371 -2.102
F 1.603 0.963 -6.461
O -0.793 -2.707 0.965
O -2.244 -0.275 1.480
O -3.314 -1.663 -0.504
O 0.656 -1.149 0.437
O -1.174 -2.316 -1.892
O -1.327 -5.342 5.920
O 1.069 -1.816 4.339
N 0.849 -3.638 2.978
N -0.042 -3.638 5.124
C 3.536 1.983 1.578
C 0.660 -2.942 4.158
C 1.954 1.732 -0.248
C -1.653 0.360 2.609
C 2.377 3.307 -3.225
C -0.681 -4.873 5.014
C 1.348 2.387 -3.123
C -0.891 6.318 -1.286
C 1.853 1.740 -5.404
C 1.429 -2.912 1.860
C 3.740 0.118 0.098
C -3.807 -1.922 0.816
C -2.096 -3.380 -1.693
C 3.134 3.475 -4.367
C -1.452 5.301 0.806
C 0.246 -4.859 2.762
C 4.179 0.817 1.208
C -0.242 4.015 -0.867
C -1.469 6.403 -0.033
C 0.362 -2.214 1.037
C -3.611 -0.640 1.592
C -0.469 -5.476 3.703
C -3.442 -2.725 -1.455
C 1.116 1.604 -4.239
C 2.445 2.424 0.846
C 2.653 0.594 -0.604
C -0.038 -2.612 -2.698
C -0.298 5.129 -1.682
C -0.847 4.139 0.374
C 2.865 2.680 -5.469
H 0.394 -5.301 1.788
H -4.228 0.161 1.174
H -3.237 -2.737 1.269
H -0.363 -2.899 -3.699
H -0.166 -3.149 5.999
H -2.198 1.271 2.862
H -2.143 -4.009 -2.586
H -1.779 -3.982 -0.838
H -0.636 0.619 2.327
H -3.800 -2.263 -2.375
H 1.973 -3.615 1.226
H -1.640 -0.323 3.462
H 2.127 -2.173 2.241
H 0.552 -3.416 -2.251
H 0.550 -1.704 -2.748
H -4.867 -2.182 0.770
H -4.177 -3.454 -1.111
H -3.883 -0.794 2.639

The value obtained for the LUMO energy (alpha / beta) is 0.1 / 0.1 eV. As for the charge: 0. As for the relative energy (zero: lowest compared OMol25 entry of this formula, charge and spin): 4.5 kJ/mol. As for the spin multiplicity: 3. Its expectation value of S² is 2.00. As for the gap between HOMO and LUMO (alpha / beta): 8.6 / 8.5 eV. Its HOMO energy (alpha / beta) is -8.55 / -8.47 eV.

***

Computed, not measured: C20H31AsF6N3O4S2 as an isolated structure, with the ωB97M-V functional and the def2-TZVPD basis.

Geometry (Å):
As 9.441 -15.244 -17.084
S 14.906 -14.849 -19.046
S 4.920 -16.358 -22.596
F 10.509 -15.995 -18.284
F 8.455 -14.456 -15.869
F 9.211 -16.812 -16.407
F 8.062 -15.472 -18.158
F 10.829 -14.956 -16.061
F 9.791 -13.710 -17.884
O 4.315 -15.121 -23.082
O 15.801 -13.707 -18.973
O 15.023 -15.844 -18.016
O 4.284 -17.635 -22.880
N 9.083 -20.216 -19.869
N 5.557 -13.486 -18.001
N 7.817 -21.739 -14.968
C 4.589 -11.978 -16.679
C 13.267 -14.222 -19.218
C 10.914 -19.049 -20.292
C 6.532 -17.224 -20.794
C 7.384 -19.615 -14.528
C 5.993 -11.785 -16.694
C 5.324 -16.269 -20.797
C 11.127 -20.415 -20.662
C 7.478 -16.743 -21.872
C 8.556 -19.703 -15.307
C 6.893 -20.915 -14.374
C 6.577 -12.680 -17.555
C 9.942 -21.093 -20.447
C 13.153 -13.965 -20.718
C 13.866 -15.048 -21.505
C 6.664 -16.463 -23.150
C 8.738 -21.006 -15.696
C 15.049 -15.631 -20.663
C 9.654 -18.986 -19.756
C 4.377 -13.079 -17.481
H 5.676 -14.230 -18.658
H 12.659 -15.055 -18.853
H 9.090 -18.798 -15.546
H 6.496 -10.993 -16.160
H 9.661 -22.126 -20.568
H 3.453 -13.556 -17.772
H 11.990 -20.883 -21.112
H 5.708 -15.280 -20.533
H 7.628 -12.794 -17.749
H 6.960 -15.504 -23.564
H 6.960 -18.716 -14.116
H 13.439 -12.922 -20.879
H 8.161 -20.465 -19.564
H 3.838 -11.408 -16.162
H 6.603 -17.265 -23.883
H 13.141 -15.854 -21.617
H 7.859 -15.763 -21.573
H 9.204 -18.106 -19.326
H 4.504 -16.421 -20.100
H 6.035 -21.419 -13.963
H 13.133 -13.358 -18.577
H 9.517 -21.468 -16.276
H 6.217 -18.231 -21.082
H 15.016 -16.689 -20.419
H 8.307 -17.429 -22.028
H 14.250 -14.729 -22.470
H 11.693 -18.335 -20.493
H 12.122 -13.955 -21.083
H 7.107 -17.258 -19.868
H 16.038 -15.309 -20.982
H 7.782 -22.740 -14.956

The value obtained for the LUMO energy is 2.3 eV. As for the charge: -1. As for the relative energy (zero: lowest compared OMol25 entry of this formula, charge and spin): 33.3 kJ/mol. As for the spin multiplicity: 1. As for the gap between HOMO and LUMO: 8.1 eV. Its HOMO energy is -5.75 eV.

***

Computed, not measured: an isolated molecule of C6H13BrNO2P, with the ωB97M-V functional and the def2-TZVPD basis.

Geometry (Å):
Br -3.976 -1.383 -1.387
P -3.370 -2.185 1.654
O -1.122 0.954 0.400
O 0.519 -0.381 -0.382
N -1.439 -1.188 -0.083
C 1.566 0.601 -0.256
C 1.401 1.730 -1.218
C -2.842 -1.101 0.194
C 2.829 -0.156 -0.613
C -0.692 -0.077 -0.040
C 1.600 1.109 1.233
H -4.704 -1.488 1.731
H -2.990 -0.056 0.660
H 0.753 0.720 1.751
H 2.756 -0.624 -1.563
H 1.708 2.157 1.190
H 0.599 2.345 -0.839
H -1.124 -1.834 -0.733
H 3.088 -0.700 0.230
H 3.622 0.597 -0.684
H 0.989 1.134 -2.122
H 2.309 2.193 -1.456
H 2.506 0.601 1.614
H -3.985 -2.970 0.719

The value obtained for the LUMO energy is 0.7 eV. The SMILES is CC(C)(C)OC(=O)N[C@H](P)Br. As for the charge: 0. As for the relative energy (zero: lowest compared OMol25 entry of this formula, charge and spin): 0.0 kJ/mol. As for the spin multiplicity: 1. As for the gap between HOMO and LUMO: 10.3 eV. Its HOMO energy is -9.59 eV.

***

Max |F| in eV/A, matching the order above: 3.22, 6.04, 3.70, 4.66, 0.88, 0.23, 1.70, 4.26